The following is a quantum chemistry calculation of C41H59Cl2GeN2O6Ti as an isolated structure, from the Open Molecules 2025 dataset.

Structure (XYZ):
```
112
Properties=species:S:1:pos:R:3:forces:R:3:lowdin_charge:R:1
Ti 0.32885 0.77314 -0.40939 1.1 -0.1 0.6 0.9920
C 2.75022 0.37410 4.07427 0.0 0.0 0.0 -0.0570
C 1.58113 1.34935 4.20440 0.0 0.0 0.0 -0.3572
C 1.74588 2.63468 3.38847 0.0 0.0 0.0 -0.0612
C 0.20691 0.73009 3.99035 0.0 0.0 0.0 -0.1279
C -0.52082 0.46167 5.14917 0.0 0.0 0.0 -0.0500
C -1.84516 0.07736 5.10748 0.0 0.0 0.0 -0.0850
C -2.48884 0.06058 3.88342 0.0 0.0 0.0 -0.0454
C -1.81026 0.32306 2.69901 0.0 0.0 0.0 -0.1264
C -2.61643 0.53580 1.43400 0.0 0.0 0.0 -0.3605
C -3.95636 -0.19514 1.40114 0.0 0.0 0.0 -0.0723
C -2.86546 2.04588 1.30506 0.0 0.0 0.0 -0.0450
C -0.41358 0.54325 2.73751 0.0 -0.1 0.0 -0.1399
N 0.35639 0.52840 1.53619 -0.1 0.1 0.0 -0.0501
C 1.19779 -0.56027 1.36354 0.0 0.1 -0.2 -0.1696
C 2.10647 -0.63850 0.32874 0.0 0.1 0.2 -0.1938
N 2.25046 0.37289 -0.58646 -0.1 0.1 -0.2 -0.0340
C 3.40827 0.32456 -1.42418 0.1 0.1 0.1 -0.1243
C 4.68681 0.30435 -0.81848 0.0 0.0 0.0 -0.1208
C 5.80656 0.02858 -1.59873 0.0 0.0 0.0 -0.0510
C 5.72073 -0.15977 -2.96018 0.0 0.0 0.0 -0.0801
C 4.49073 0.01233 -3.56016 0.0 0.0 0.0 -0.0480
C 3.33174 0.27310 -2.83445 0.0 0.0 0.0 -0.1265
C 2.09561 0.45919 -3.70226 0.0 0.0 0.0 -0.3541
C 1.25275 1.68236 -3.34753 0.1 0.0 0.0 -0.0465
C 1.26755 -0.81737 -3.84001 0.0 0.0 0.0 -0.0620
C 5.01822 0.65972 0.63004 0.0 0.0 0.0 -0.3553
C 4.18061 1.79813 1.20368 0.0 -0.1 0.0 -0.0650
C 5.13815 -0.55504 1.55717 0.0 0.0 0.0 -0.0524
H 3.67895 0.85571 4.39038 0.0 0.0 0.0 0.0792
H 2.88147 0.02976 3.05512 0.0 0.0 0.0 0.0327
H 2.58631 -0.49974 4.70880 0.0 0.0 0.0 0.0857
H 1.57307 1.66061 5.25406 0.0 0.0 0.0 0.1174
H 1.63050 2.46283 2.31883 0.0 0.0 0.1 0.0444
H 2.73169 3.07144 3.56285 0.0 0.0 0.0 0.0751
H 0.99149 3.36408 3.69348 0.0 0.0 0.0 0.0832
H -0.02388 0.58052 6.10548 0.0 0.0 0.0 0.1077
H -2.38482 -0.15340 6.01721 0.0 0.0 0.0 0.0971
H -3.54826 -0.15508 3.85040 0.0 0.0 0.0 0.0988
H -2.03993 0.19495 0.57409 0.0 0.0 0.0 0.0855
H -4.64852 0.19726 2.14932 0.0 0.0 0.0 0.0757
H -3.84097 -1.26788 1.56696 0.0 0.0 0.0 0.0648
H -4.42083 -0.05147 0.42419 0.0 0.0 0.0 0.0708
H -3.42619 2.39582 2.17557 0.0 0.0 0.0 0.0907
H -3.44788 2.26932 0.40912 0.0 0.0 0.0 0.0771
H -1.92855 2.60614 1.26459 0.0 0.0 0.0 0.0805
H 1.01321 -1.46979 1.93001 -0.1 0.0 0.0 0.1412
H 2.58027 -1.60079 0.15859 0.0 0.1 0.0 0.1000
H 6.77272 -0.01878 -1.10817 0.0 0.0 0.0 0.1110
H 6.59763 -0.39575 -3.54884 0.0 0.0 0.0 0.0984
H 4.40819 -0.07290 -4.63763 0.0 0.0 0.0 0.1103
H 2.50061 0.67246 -4.69570 0.0 0.0 0.0 0.1188
H 0.54539 1.47445 -2.54982 0.0 0.0 -0.1 0.0183
H 0.64550 1.98766 -4.20331 0.0 0.0 0.0 0.0910
H 1.87209 2.52578 -3.03840 0.0 0.0 0.0 0.0959
H 1.86765 -1.63264 -4.24476 0.0 0.0 0.0 0.0738
H 0.41727 -0.64414 -4.50742 0.0 0.0 0.0 0.0860
H 0.88591 -1.14124 -2.87698 0.0 0.0 0.0 0.0203
H 6.03479 1.06115 0.56063 0.0 0.0 0.0 0.1195
H 3.14610 1.51786 1.36352 0.0 0.0 0.0 0.0351
H 4.18067 2.64917 0.51797 0.0 0.0 0.0 0.0886
H 4.60212 2.12390 2.15789 0.0 0.0 0.0 0.0767
H 4.18229 -1.03779 1.74078 0.0 0.0 0.0 0.0565
H 5.55438 -0.25028 2.52119 0.0 0.0 0.0 0.0755
H 5.79830 -1.30188 1.11348 0.0 0.0 0.0 0.0828
Cl -0.91681 8.05004 -1.95162 0.0 0.0 0.0 0.6272
C -0.40722 6.45788 -1.44853 0.0 0.1 0.0 -0.6727
C 0.80164 6.31975 -0.73166 0.0 -0.1 0.0 -0.0887
C 1.23259 5.09243 -0.32228 0.0 0.1 0.0 0.0175
C 0.48378 3.91050 -0.61191 0.0 -0.1 0.0 -0.3300
O 0.91503 2.77327 -0.23421 -0.2 0.0 -0.1 -0.1112
C -0.73914 4.08239 -1.32566 0.0 0.1 0.0 -0.1277
C -1.56284 2.96199 -1.58442 0.0 -0.1 0.1 -0.1668
O -1.31465 1.78640 -1.26995 -0.4 0.2 -0.1 -0.0995
C -1.16484 5.36788 -1.73623 0.0 0.0 0.0 -0.0645
H 1.38474 7.20411 -0.50960 0.0 0.0 0.0 0.1051
H 2.15750 4.97491 0.22676 0.0 0.0 0.0 0.1194
H -2.51793 3.14714 -2.09846 0.0 0.0 0.0 0.1437
H -2.09775 5.47311 -2.27718 0.0 0.0 0.0 0.1150
O 2.43195 -4.03852 -3.06641 0.0 0.0 0.0 -0.5065
Cl 2.60139 -3.20403 -1.86241 0.0 -0.1 0.0 0.7588
O 3.80547 -3.64804 -1.13420 0.0 0.0 0.0 -0.5046
O -0.43744 -0.66537 -1.07822 -0.3 -0.2 -0.2 -0.5052
O 1.43176 -3.46627 -0.96943 0.0 0.0 0.0 -0.5465
C -3.85296 -4.39335 1.80954 0.0 0.0 0.0 -0.1107
C -3.30742 -4.67422 0.41229 0.0 0.0 0.0 -0.2686
C -1.78126 -4.58872 0.33977 0.0 0.0 0.0 -0.2672
C -1.23097 -3.16047 0.39953 0.0 0.0 0.0 -0.2802
Ge -1.33437 -2.20438 -1.29630 0.0 0.0 0.0 0.8776
C -3.16666 -1.63734 -1.76764 0.0 0.0 0.0 -0.3022
C -3.75837 -2.47369 -2.90143 0.0 0.0 0.0 -0.3082
C -5.17958 -2.07184 -3.29657 0.0 0.0 0.0 -0.2754
C -6.20364 -2.30294 -2.18967 0.0 0.0 0.0 -0.1161
H -4.94480 -4.38666 1.82104 0.0 0.0 0.0 0.0666
H -3.51109 -3.42848 2.18845 0.0 0.0 0.0 0.0475
H -3.51338 -5.15676 2.51315 0.0 0.0 0.0 0.0717
H -3.74974 -3.97151 -0.30064 0.0 0.0 0.0 0.0755
H -3.63045 -5.67143 0.09977 0.0 0.0 0.0 0.1028
H -1.42518 -5.07119 -0.57473 0.0 0.0 0.0 0.1042
H -1.36123 -5.17404 1.16469 0.0 0.0 0.0 0.1086
H -0.16771 -3.17858 0.63354 0.0 0.0 0.0 0.0401
H -1.73640 -2.56283 1.16651 0.0 0.0 0.0 0.0571
H -0.76084 -2.93727 -2.51216 0.0 0.0 0.0 0.0277
H -3.12190 -0.58216 -2.05771 0.0 0.0 0.0 0.0723
H -3.79254 -1.69771 -0.87564 0.0 0.0 0.0 0.0268
H -3.75987 -3.53412 -2.62022 0.0 0.0 0.0 0.0983
H -3.10682 -2.40133 -3.77696 0.0 0.0 0.0 0.0981
H -5.47805 -2.63843 -4.18385 0.0 0.0 0.0 0.0990
H -5.18361 -1.01535 -3.58475 0.0 0.0 0.0 0.1029
H -6.19892 -3.34887 -1.87258 0.0 0.0 0.0 0.0717
H -7.21329 -2.05888 -2.52486 0.0 0.0 0.0 0.0636
H -5.98978 -1.69084 -1.31222 0.0 0.0 0.0 0.0567
```
Forces are in eV/Å.

Values from the calculation:
- energy above the lowest of the compared OMol25 structures with the same formula, charge and spin (kcal/mol) = 63.9
- strongest force on any atom (eV/Å) = 1.283
- E_HOMO (eV) = -4.9
- gap between HOMO and LUMO (eV) = 6.32
- total charge = -1


The following is a quantum chemistry calculation of one molecule with the formula C12H15N, from the Open Molecules 2025 dataset.

Structure (XYZ):
```
28
Properties=species:S:1:pos:R:3:forces:R:3:nbo_charge:R:1
C 1.61348 -0.75058 -1.72781 -2.2 -0.6 -0.5 -0.6293
C 0.44065 -0.52317 -0.73792 -0.2 -1.1 -0.9 -0.1789
C -0.60830 0.48681 -1.19034 0.0 1.9 0.8 -0.2489
C -1.92357 0.06084 -1.71377 1.7 -1.5 -1.3 -0.1241
C -2.97757 -0.10582 -0.95790 -1.0 0.5 -1.2 -0.2576
C -2.99966 0.47690 0.33049 -1.0 -0.9 4.3 -0.1947
C -1.91114 0.94478 1.01261 -2.1 0.7 -0.5 -0.1773
C -0.65501 1.14633 0.25007 1.4 -0.5 -0.4 -0.1961
C -0.35607 2.55827 0.15774 0.8 -0.3 0.4 0.3021
N 0.15324 3.58115 0.07712 -0.1 0.8 -0.1 -0.3321
C 0.69537 0.24647 0.64855 -2.8 -1.2 -2.5 0.0040
C 0.47882 -0.68736 1.79866 1.4 -1.1 2.0 -0.6355
C 2.02649 0.84784 0.54374 -0.2 6.4 1.7 -0.6231
H 1.92654 0.15540 -2.17256 0.7 1.0 -0.2 0.2094
H 1.40071 -1.42691 -2.56873 -1.0 0.4 0.0 0.2198
H 2.37335 -1.33646 -1.33842 2.0 -0.5 1.4 0.2142
H -0.06297 -1.50618 -0.59883 0.3 0.6 0.3 0.2090
H -0.14870 1.26934 -1.81530 -0.1 -0.5 -0.3 0.2271
H -1.91866 -0.39336 -2.69510 0.0 0.2 -0.4 0.2055
H -3.88833 -0.47685 -1.42394 0.1 -0.1 0.4 0.2197
H -3.98352 0.25654 0.89984 1.7 1.0 -0.8 0.2151
H -2.05989 1.54099 1.94771 0.3 -1.0 -0.6 0.2290
H -0.48962 -0.78984 2.35702 0.7 0.9 -0.7 0.2404
H 1.33799 -0.46107 2.51915 -1.4 -0.6 -0.4 0.2162
H 0.61591 -1.72579 1.44113 0.3 0.4 0.2 0.2164
H 2.31187 1.48671 1.52569 -0.6 -1.4 -2.0 0.2162
H 2.10266 1.64870 -0.30781 -0.4 -1.4 1.5 0.2324
H 2.80534 0.21692 0.36372 1.9 -2.2 -0.3 0.2212
```
Forces are in eV/Å.

Values from the calculation:
- energy above the lowest of the compared OMol25 structures with the same formula, charge and spin (kcal/mol) = 92.8
- strongest force on any atom (eV/Å) = 6.634
- E_HOMO (eV) = -8.7
- gap between HOMO and LUMO (eV) = 9.02


The following is a quantum chemistry calculation of C44H31F15IrN3O8PS2SbSe as an isolated structure, from the Open Molecules 2025 dataset.

Structure (XYZ):
```
107
Properties=species:S:1:pos:R:3:forces:R:3:lowdin_charge:R:1
Ir 1.29567 -0.01918 0.73420 0.0 0.0 0.0 0.7756
F 4.25927 3.09797 -1.75438 0.0 0.0 0.0 0.1639
C 3.69749 2.02777 -1.21070 0.0 0.0 0.0 -0.6804
F 2.50176 1.83988 -1.75625 0.0 0.0 0.0 0.1294
F 4.45755 0.95980 -1.44661 0.0 0.0 0.0 0.1474
S 3.57240 2.26585 0.62092 0.0 0.0 0.1 0.6425
O 3.13331 0.97133 1.14943 0.0 0.0 0.0 -0.4628
O 4.85130 2.70826 1.04101 0.0 0.0 0.0 -0.2102
N 2.47616 3.38476 0.76840 0.0 0.0 0.0 -0.2420
S 1.00814 3.09947 1.18126 0.0 -0.1 -0.1 0.5559
O 0.37462 1.99427 0.47824 0.1 0.0 0.1 -0.3933
O 0.25610 4.41704 0.69692 -0.1 0.0 0.1 -0.0647
C 0.49826 5.02230 -0.53108 0.0 0.0 0.0 -0.7347
F 1.50823 5.86746 -0.43568 0.1 0.0 0.0 0.2044
F -0.59706 5.69711 -0.83811 0.0 0.0 0.0 0.1861
F 0.75650 4.13922 -1.48013 0.0 0.0 -0.1 0.1893
N -0.85274 -1.45821 -0.75121 0.0 0.0 0.0 0.0236
C -2.17398 -1.69382 -0.82514 0.0 0.0 0.0 -0.0634
C -2.75022 -1.12997 0.28779 0.0 0.0 0.0 -0.0348
C -1.68742 -0.55879 0.99870 0.0 0.0 0.0 -0.1074
N -0.53960 -0.76500 0.35654 0.0 0.0 0.0 -0.1792
H -0.11873 -1.70588 -1.39615 0.0 0.0 0.0 0.1199
H -2.59746 -2.22919 -1.65735 0.0 0.0 0.0 0.1286
H -3.79543 -1.10810 0.54323 0.0 0.0 0.0 0.0928
H -1.69956 0.00694 1.91636 0.0 0.0 0.0 0.0920
O 0.18879 0.70172 4.14994 0.0 0.0 0.0 -0.3921
Se -0.65430 2.04661 4.05953 0.0 0.0 -0.1 1.0388
O -0.48437 3.17050 5.16077 0.0 0.0 0.0 -0.3589
O -1.91413 2.06516 3.08612 0.0 0.0 0.0 -0.4234
O 0.80286 3.12868 2.60935 0.0 0.0 0.0 -0.3180
F 0.07076 -6.51823 5.36866 0.0 0.0 0.0 0.1403
C 0.51910 -5.30842 5.75847 0.0 0.0 0.0 -0.5862
F -0.45243 -4.74009 6.48541 0.0 0.0 0.0 0.1418
F 1.55922 -5.53084 6.58260 0.0 0.0 0.0 0.1449
C 0.92361 -4.46999 4.57730 0.0 0.0 0.0 -0.1125
C 1.92250 -4.95801 3.73771 0.0 0.0 0.0 0.0001
C 2.31674 -4.21200 2.64556 0.0 0.0 0.0 -0.0741
C 1.70891 -2.98264 2.37789 0.0 0.0 0.0 -0.3303
C 0.73189 -2.49595 3.23402 0.0 0.0 0.0 -0.0602
C 0.33608 -3.24213 4.33931 0.0 0.0 0.0 0.0160
P 2.21121 -1.97072 0.94874 0.0 0.0 -0.1 0.8816
C 1.86162 -3.03688 -0.50195 0.0 0.0 0.0 -0.3458
C 2.11392 -2.48289 -1.76269 0.0 0.0 0.0 -0.1160
C 1.73142 -3.14631 -2.91534 0.0 0.0 0.0 -0.0021
C 1.06971 -4.36631 -2.81666 0.0 0.0 0.0 -0.1176
C 0.81118 -4.92495 -1.57670 0.0 0.0 0.0 0.0082
C 1.21252 -4.26266 -0.42251 0.0 0.0 0.0 -0.0465
C 0.66344 -5.10108 -4.06502 0.0 0.0 0.0 -0.5874
F 1.62270 -5.95444 -4.46709 0.0 0.0 0.0 0.1495
F -0.45265 -5.82476 -3.87767 0.0 0.0 0.0 0.1408
F 0.43029 -4.26087 -5.08651 0.0 0.0 0.0 0.1402
C 4.02879 -2.01895 1.10813 0.0 0.0 0.0 -0.3250
C 4.57369 -1.37397 2.21732 0.0 0.0 0.0 -0.0723
C 5.94268 -1.35630 2.41774 0.0 0.0 0.0 0.0152
C 6.77518 -1.99025 1.50599 0.0 0.0 0.0 -0.1128
C 6.24566 -2.64390 0.40488 0.0 0.0 0.0 0.0011
C 4.87268 -2.66161 0.20900 0.0 0.0 0.0 -0.0531
C 8.26819 -1.95080 1.68030 0.0 0.0 0.0 -0.5850
F 8.62580 -1.65070 2.93756 0.0 0.0 0.0 0.1413
F 8.83413 -3.13277 1.37376 0.0 0.0 0.0 0.1377
F 8.83389 -1.03069 0.87636 0.0 0.0 0.0 0.1464
H 2.38719 -5.91250 3.94874 0.0 0.0 0.0 0.1286
H 3.10735 -4.57980 2.00075 0.0 0.0 0.0 0.1189
H 0.30071 -1.52038 3.04625 0.0 0.0 0.0 0.0600
H -0.42131 -2.86055 5.00927 0.0 0.0 0.0 0.1248
H 2.58805 -1.51003 -1.83151 0.0 0.0 0.0 0.1040
H 1.92628 -2.71186 -3.88665 0.0 0.0 0.0 0.1274
H 0.28756 -5.86895 -1.50636 0.0 0.0 0.0 0.1278
H 0.98454 -4.69780 0.54103 0.0 0.0 0.0 0.1032
H 3.92349 -0.87231 2.92394 0.0 0.0 0.0 0.1167
H 6.36130 -0.85022 3.27633 0.0 0.0 0.0 0.1274
H 6.90126 -3.14583 -0.29435 0.0 0.0 0.0 0.1267
H 4.47174 -3.18397 -0.64919 0.0 0.0 0.0 0.1022
C -6.45118 -0.49252 -0.49538 0.0 0.0 0.0 -0.0971
C -5.71966 -0.16632 -1.62966 0.0 0.0 0.0 -0.0916
C -4.80418 0.87803 -1.59320 0.0 0.0 0.0 -0.1396
C -4.61278 1.61269 -0.42552 0.0 0.0 0.0 -0.4067
C -5.35172 1.27594 0.70712 0.0 0.0 0.0 -0.1468
C -6.26782 0.23192 0.67479 0.0 0.0 0.0 -0.0978
Sb -3.18167 3.19954 -0.25526 0.0 0.0 0.0 1.5459
C -4.41927 4.74959 -1.06183 0.0 0.0 0.0 -0.4071
C -4.10310 6.07012 -0.75106 0.0 0.0 0.0 -0.1501
C -4.84035 7.12106 -1.28257 0.0 0.0 0.0 -0.0901
C -5.91064 6.85849 -2.12422 0.0 0.0 0.0 -0.0918
C -6.24177 5.54552 -2.43215 0.0 0.0 0.0 -0.0863
C -5.50031 4.49802 -1.90375 0.0 0.0 0.0 -0.1222
C -2.17644 2.75194 -2.09701 0.0 0.0 0.0 -0.3969
C -2.22998 3.57545 -3.21791 0.0 0.0 0.0 -0.1163
C -1.50420 3.25883 -4.36085 0.0 0.0 0.0 -0.0817
C -0.72037 2.11441 -4.39674 0.0 0.0 0.0 -0.0865
C -0.66950 1.28078 -3.28734 0.0 0.0 0.0 -0.0862
C -1.38883 1.60264 -2.14683 0.0 0.0 0.0 -0.1547
H -7.16391 -1.30691 -0.52359 0.0 0.0 0.0 0.1017
H -5.86121 -0.72711 -2.54564 0.0 0.0 0.0 0.1029
H -4.22596 1.11150 -2.48056 0.0 0.0 0.0 0.0966
H -5.20509 1.82209 1.63341 0.0 0.0 0.0 0.0945
H -6.83652 -0.01616 1.56221 0.0 0.0 0.0 0.1035
H -3.27398 6.28878 -0.08665 0.0 0.0 0.0 0.0849
H -4.58150 8.14251 -1.03400 0.0 0.0 0.0 0.1021
H -6.48933 7.67491 -2.53700 0.0 0.0 0.0 0.1010
H -7.08011 5.33681 -3.08503 0.0 0.0 0.0 0.1021
H -5.77041 3.47769 -2.15105 0.0 0.0 0.0 0.0910
H -2.83639 4.47340 -3.20585 0.0 0.0 0.0 0.0947
H -1.54944 3.91161 -5.22371 0.0 0.0 0.0 0.1029
H -0.15281 1.87247 -5.28638 0.0 0.0 0.0 0.1013
H -0.05418 0.38807 -3.30451 0.0 0.0 0.0 0.0943
H -1.32934 0.95458 -1.28107 0.0 0.0 0.0 0.0598
```
Forces are in eV/Å.

Values from the calculation:
- energy above the lowest of the compared OMol25 structures with the same formula, charge and spin (kcal/mol) = 18.7
- strongest force on any atom (eV/Å) = 0.181
- E_HOMO (eV) = -8.1
- gap between HOMO and LUMO (eV) = 7.41


> Among the records above, which one has the lowest energy above the lowest of the compared OMol25 structures with the same formula, charge and spin?

C44H31F15IrN3O8PS2SbSe